# 1
A structure of composition C4H11ClFeNO. Source: the OMol25 dataset; level of theory: ωB97M-V with the def2-TZVPD basis set.

CARTESIAN COORDINATES (ANGSTROEM)
Fe1 -1.83570 1.53105 -0.23463
Cl1 -1.34618 1.95931 -2.57974
O1 -1.04676 -0.45587 -0.76788
N1 -0.43485 1.09547 1.24099
C1 2.01813 0.58679 1.13405
C2 0.70174 0.62564 0.36903
C3 -1.58925 -1.64171 -1.36872
C4 0.24524 -0.70976 -0.18755
H1 -1.50242 -2.51840 -0.72333
H2 0.97529 -1.00356 -0.94668
H3 -2.66371 -1.52338 -1.51115
H4 0.22505 -1.44689 0.61837
H5 2.40905 1.57896 1.35490
H6 1.94447 0.02833 2.06998
H7 0.80462 1.35174 -0.44728
H8 2.77839 0.08221 0.53268
H9 -0.46901 0.39048 1.99675
H10 -1.09767 -1.84158 -2.32075
H11 -0.11643 1.91117 1.77094

2S+1: 9
Calculated total energy: -54757.4145 eV
Net charge: +1
LUMO (alpha / beta): -2.639 / -9.139 eV
ΔE to the lowest compared entry with this formula, charge and spin: 0.0 kcal/mol
HOMO level (alpha / beta): -8.1 / -15.8 eV

# 2
A structure of composition C4H11ClNOZr. Source: the OMol25 dataset; level of theory: ωB97M-V with the def2-TZVPD basis set.

CARTESIAN COORDINATES (ANGSTROEM)
Zr1 2.52159 4.26755 2.18399
Cl1 1.35941 3.10979 0.93571
O1 -1.79464 -1.00516 0.04796
N1 0.59773 0.14815 1.10294
C1 -0.64636 -0.63227 -0.73716
C2 0.06466 0.56209 -0.15889
C3 1.36744 0.84125 -0.93743
C4 -1.95522 -2.37976 0.09312
H1 0.04408 -1.47100 -0.82620
H2 -1.79412 -2.79581 -0.90139
H3 -0.53769 1.46940 -0.11367
H4 -0.28293 -0.05634 1.55318
H5 -2.93801 -2.46115 0.55744
H6 1.12638 0.93125 1.45983
H7 -1.18005 -2.72820 0.77561
H8 2.06088 0.02668 -0.72839
H9 1.23664 0.82488 -2.01943
H10 -1.12742 -0.39522 -1.68610
H11 1.87764 1.74383 -0.60104

Calculated total energy: -21625.0546 eV
Net charge: +3
LUMO: -17.050 eV
ΔE to the lowest compared entry with this formula, charge and spin: 30.8 kcal/mol
HOMO level: -19.4 eV

# 3
The ion C4H11ClNSi with charge +1. Source: the OMol25 dataset; level of theory: ωB97M-V with the def2-TZVPD basis set.

CARTESIAN COORDINATES (ANGSTROEM)
Cl1 -2.47102 0.55129 3.78962
Si1 -3.27180 0.14554 2.01835
N1 0.65896 0.18021 -0.46068
C1 1.65168 1.25563 -0.22286
C2 -0.28419 0.23004 0.60661
C3 1.34639 -1.13476 -0.49587
C4 -1.97814 0.00915 0.66385
H1 2.12557 1.09369 0.74616
H2 -2.33771 -0.14406 -0.34571
H3 1.16125 2.22694 -0.20744
H4 0.65171 -1.91923 -0.78709
H5 -3.93859 -1.15241 1.94885
H6 2.17860 -1.10727 -1.19769
H7 0.12642 0.34014 1.59399
H8 0.19109 0.33720 -1.36144
H9 1.73139 -1.36263 0.49773
H10 -4.11748 1.22351 1.50190
H11 2.42301 1.25088 -0.98959

Calculated total energy: -26207.5824 eV
Net charge: +1
LUMO (alpha / beta): -4.376 / -4.413 eV
ΔE to the lowest compared entry with this formula, charge and spin: 26.5 kcal/mol
HOMO level (alpha / beta): -13.4 / -13.3 eV
SMILES: C[NH+](C)/C=C/[SiH2]Cl

# 4
A structure of composition C4H11CsNO5S. Source: the OMol25 dataset; level of theory: ωB97M-V with the def2-TZVPD basis set.

CARTESIAN COORDINATES (ANGSTROEM)
Cs1 2.37781 -2.86935 1.17546
S1 4.86716 -0.46388 -0.58170
O1 4.82772 -1.85890 -0.05426
O2 -2.86306 0.28431 0.27353
O3 4.67293 0.47446 0.53935
O4 6.17979 -0.21189 -1.18853
O5 3.78399 -0.35759 -1.58475
N1 -0.48542 -1.59006 -0.30074
C1 -3.58949 1.46006 0.53116
C2 -0.42095 0.67352 -1.17742
C3 -1.64560 0.17014 1.03202
C4 -0.49263 -0.19729 0.10040
H1 -4.47503 1.39670 -0.09347
H2 -3.83946 1.61764 1.58777
H3 -3.00732 2.35848 0.28389
H4 -1.44047 1.03426 1.67459
H5 -0.42184 -2.28573 0.43552
H6 0.35040 0.27120 -1.82802
H7 -1.41731 -1.75088 -0.68745
H8 -1.39294 0.66691 -1.66838
H9 0.40336 0.12572 0.64794
H10 -1.85410 -0.62499 1.76341
H11 -0.11755 1.67716 -0.88032

Calculated total energy: -27437.3147 eV
Net charge: -1
LUMO: 1.205 eV
ΔE to the lowest compared entry with this formula, charge and spin: 38.8 kcal/mol
HOMO level: -2.6 eV

# 5
A structure of composition C4H11FNNdO4PS2. Source: the OMol25 dataset; level of theory: ωB97M-V with the def2-TZVPD basis set.

CARTESIAN COORDINATES (ANGSTROEM)
Nd1 3.79901 0.61390 1.88964
S1 1.03852 -0.39341 -1.77179
S2 1.53426 0.99881 2.68956
P1 1.55412 1.12303 0.70833
F1 0.21406 -1.80528 -2.39437
O1 2.43906 -0.40949 -2.49915
O2 3.15160 1.79217 0.32856
O3 0.24110 0.81923 -2.29815
O4 0.40214 2.35977 0.30467
N1 1.33799 -0.44435 -0.07008
C1 0.49238 -1.42267 0.69204
C2 -0.99004 -0.90168 1.14454
C3 -2.70151 0.44250 -0.55737
C4 -2.15673 -1.03189 -0.00944
H1 -3.11015 -1.53959 0.49683
H2 0.41463 -2.42776 0.08161
H3 3.31655 1.75207 -0.65896
H4 -1.03264 0.18337 1.58296
H5 -1.87436 -1.72373 -0.91449
H6 -2.64462 0.49874 -1.73673
H7 1.08384 -1.68533 1.69166
H8 -2.12114 1.33277 -0.02927
H9 -1.33799 -1.61977 2.03341
H10 0.80992 2.95865 -0.41383
H11 -3.85999 0.52996 -0.29020

2S+1: 4
Calculated total energy: -62921.4087 eV
Net charge: +3
LUMO (alpha / beta): -15.007 / -14.861 eV
ΔE to the lowest compared entry with this formula, charge and spin: 155.0 kcal/mol
HOMO level (alpha / beta): -19.4 / -19.4 eV

# 6
A cluster of 2 separate species, C4H11INO in total. Source: the OMol25 dataset; level of theory: ωB97M-V with the def2-TZVPD basis set.

CARTESIAN COORDINATES (ANGSTROEM)
I1 -5.46349 -0.33654 -1.10825
O1 1.33967 1.26779 0.60306
N1 -1.68864 -0.05988 -1.18404
C1 2.71853 0.86273 0.65682
C2 0.61530 0.68773 -0.48104
C3 -0.66089 -1.18112 0.72697
C4 -0.78423 0.12905 -0.01612
H1 2.78897 -0.22490 0.64281
H2 3.22331 1.08979 -0.28220
H3 1.10435 -0.13204 -1.00725
H4 3.23774 1.23573 1.53964
H5 -2.61580 -0.33048 -0.88864
H6 0.50513 1.53287 -1.16052
H7 -1.36868 -0.87003 -1.69529
H8 0.14236 -0.99740 1.44051
H9 -1.51902 -1.41879 1.35563
H10 -0.34475 -2.02493 0.11366
H11 -1.22984 0.77044 0.74425

2S+1: 2
Calculated total energy: -15962.8403 eV
LUMO (alpha / beta): 0.950 / -3.430 eV
ΔE to the lowest compared entry with this formula, charge and spin: 2.3 kcal/mol
HOMO level (alpha / beta): -9.2 / -9.2 eV

# 7
The ion C4H11INO with charge +1. Source: the OMol25 dataset; level of theory: ωB97M-V with the def2-TZVPD basis set.

CARTESIAN COORDINATES (ANGSTROEM)
I1 -2.97456 0.12831 0.01588
O1 -0.83526 -1.69664 0.58914
N1 1.15906 -0.27327 1.16781
C1 -0.35296 -0.61346 -1.56517
C2 -0.83596 -0.44601 -0.05633
C3 0.57321 1.66405 -0.08492
C4 -0.00719 0.54489 0.77230
H1 -0.93647 -1.42345 -1.82861
H2 -1.40416 -2.42982 0.37909
H3 0.94020 -1.09935 1.55459
H4 1.70629 -0.56115 0.32246
H5 -0.67364 0.94210 1.47038
H6 -0.24671 2.17468 -0.46112
H7 0.71323 -0.95596 -1.62575
H8 1.01898 2.48603 0.47462
H9 1.73952 0.10778 1.88959
H10 -0.68671 0.28551 -2.07152
H11 1.10313 1.16574 -0.94244

Calculated total energy: -15956.8315 eV
Net charge: +1
LUMO: -3.545 eV
ΔE to the lowest compared entry with this formula, charge and spin: 27.0 kcal/mol
HOMO level: -13.2 eV
SMILES: C[C@H]([NH3+])[C@@](C)(O)I

# 8
The ion C4H11INO with charge +1. Source: the OMol25 dataset; level of theory: ωB97M-V with the def2-TZVPD basis set.

CARTESIAN COORDINATES (ANGSTROEM)
I1 3.71485 0.27168 0.03369
O1 1.59684 -1.89859 -0.12301
N1 0.71847 0.10723 0.44018
C1 -1.58612 0.23424 1.26146
C2 -1.04942 0.85576 -1.11948
C3 1.70549 -0.58156 -0.42858
C4 -0.73407 -0.06891 0.04135
H1 0.92228 1.11385 0.49647
H2 -2.63437 0.09282 1.01478
H3 -0.85207 -1.11665 -0.24772
H4 -1.45912 1.26460 1.58527
H5 2.10926 -2.47426 -0.70709
H6 1.50967 -0.34122 -1.47896
H7 -0.90790 1.89718 -0.83825
H8 0.83733 -0.29388 1.38331
H9 -1.35335 -0.43323 2.08778
H10 -0.44730 0.64080 -1.99770
H11 -2.09047 0.73014 -1.40350

Calculated total energy: -15958.0042 eV
Net charge: +1
LUMO: -3.877 eV
ΔE to the lowest compared entry with this formula, charge and spin: 0.0 kcal/mol
HOMO level: -13.9 eV
SMILES: CC(C)[NH2+][C@H](O)I

# 9
A structure of composition C4H11INS. Source: the OMol25 dataset; level of theory: ωB97M-V with the def2-TZVPD basis set.

CARTESIAN COORDINATES (ANGSTROEM)
I1 0.46811 1.03998 0.48329
S1 -1.87885 1.05559 -1.65909
N1 3.86355 -0.03017 -0.26143
C1 -2.01285 -0.75509 0.49289
C2 -1.23355 0.24866 -0.27840
C3 -2.96074 -0.05626 1.47970
C4 2.66121 0.26002 -1.07793
H1 -2.59467 -1.37050 -0.19716
H2 -3.46680 -0.79705 2.09420
H3 4.71869 -0.15105 -0.82728
H4 -2.39617 0.60925 2.12799
H5 2.38017 -0.58396 -1.69207
H6 -1.33538 -1.40380 1.04936
H7 2.80858 1.15769 -1.66052
H8 4.01035 0.75110 0.39045
H9 3.71695 -0.88398 0.28969
H10 -3.71340 0.52639 0.95265
H11 -3.03521 0.38317 -1.70635

2S+1: 3
Calculated total energy: -24741.6700 eV
Net charge: +1
LUMO (alpha / beta): -3.811 / -4.960 eV
ΔE to the lowest compared entry with this formula, charge and spin: 0.0 kcal/mol
HOMO level (alpha / beta): -10.0 / -13.0 eV

# 10
The molecule C4H11N2. Source: the OMol25 dataset; level of theory: ωB97M-V with the def2-TZVPD basis set.

CARTESIAN COORDINATES (ANGSTROEM)
N1 -0.22329 0.91696 -0.46553
N2 -2.56184 0.95135 0.02826
C1 0.49232 0.49395 0.76437
C2 0.80657 -1.01396 0.66818
C3 -1.49293 1.33572 -0.79605
C4 1.85953 -1.38723 -0.36781
H1 0.33304 0.63369 -1.26194
H2 -0.21173 0.70281 1.56389
H3 1.68144 -1.28989 -1.43985
H4 -3.44514 0.74339 -0.39756
H5 2.77075 -0.82572 -0.11897
H6 1.08497 -1.35302 1.66360
H7 2.02729 -2.45523 -0.22679
H8 1.40911 1.06600 0.77822
H9 -2.66090 1.33522 0.95551
H10 -0.19577 -1.42288 0.48518
H11 -1.67343 1.56883 -1.83269

2S+1: 2
Calculated total energy: -7304.3143 eV
LUMO (alpha / beta): 1.184 / 1.051 eV
ΔE to the lowest compared entry with this formula, charge and spin: 10.7 kcal/mol
HOMO level (alpha / beta): -5.3 / -8.5 eV

# 11
The ion C4H11N2 with charge +1. Source: the OMol25 dataset; level of theory: ωB97M-V with the def2-TZVPD basis set.

CARTESIAN COORDINATES (ANGSTROEM)
N1 -0.33123 0.28527 -0.01518
N2 2.57447 0.61698 -0.23897
C1 -1.52857 -0.06697 0.75043
C2 1.62752 -0.27646 0.54485
C3 -2.50999 0.18149 -0.39898
C4 0.54876 -0.82599 -0.29856
H1 1.69915 -0.24063 1.53496
H2 -2.27943 1.17762 -0.88442
H3 -2.62911 -0.54492 -1.09996
H4 2.05681 1.25463 -0.83108
H5 -3.50210 0.25527 0.07713
H6 3.26993 0.14984 -0.95297
H7 -1.44129 -1.09741 1.16817
H8 0.72272 -1.00306 -1.36410
H9 -1.63033 0.66875 1.48219
H10 0.15832 -1.69512 0.09836
H11 3.19437 1.16071 0.42812

Calculated total energy: -7295.5776 eV
Net charge: +1
LUMO (alpha / beta): -4.080 / -4.606 eV
ΔE to the lowest compared entry with this formula, charge and spin: 123.8 kcal/mol
HOMO level (alpha / beta): -13.6 / -13.3 eV

# 12
A cluster of 2 separate species, C4H11N2 in total. Source: the OMol25 dataset; level of theory: ωB97M-V with the def2-TZVPD basis set.

CARTESIAN COORDINATES (ANGSTROEM)
N1 -0.12825 2.04886 -0.28959
N2 0.05554 0.38360 1.48792
C1 0.12269 0.74387 -0.05261
C2 1.67581 -1.11404 -0.44121
C3 -1.87383 -1.17532 -0.53534
C4 0.96908 -0.12599 -0.82979
H1 -0.83621 0.72922 2.10481
H2 -1.43866 -1.59279 -1.32895
H3 2.01183 -1.38523 0.64579
H4 0.03740 -0.64995 1.39731
H5 0.24200 2.70429 -1.02045
H6 -2.61805 -0.53756 -0.87769
H7 -0.66764 2.52521 0.46389
H8 1.01538 0.56347 1.91873
H9 2.31138 -1.73201 -1.10475
H10 0.99674 0.22823 -1.87869
H11 -1.87523 -1.61386 0.34063

Calculated total energy: -7294.6536 eV
Net charge: +1
LUMO (alpha / beta): -4.131 / -3.894 eV
ΔE to the lowest compared entry with this formula, charge and spin: 145.2 kcal/mol
HOMO level (alpha / beta): -12.4 / -11.6 eV

# 13
The ion C4H11N2 with charge +1. Source: the OMol25 dataset; level of theory: ωB97M-V with the def2-TZVPD basis set.

CARTESIAN COORDINATES (ANGSTROEM)
N1 1.59302 0.32349 0.25303
N2 -0.19271 1.75918 -0.02741
C1 2.28671 -0.73042 0.28182
C2 -1.76117 -0.68276 0.57842
C3 -0.81760 -0.64808 -0.61151
C4 0.26330 0.53006 -0.54705
H1 1.80257 1.15417 0.80804
H2 -0.98457 1.69932 0.59723
H3 -1.22903 -0.81973 1.51716
H4 -2.44864 -1.51430 0.45120
H5 1.99099 -1.59181 -0.31169
H6 -0.29241 2.51860 -0.68253
H7 0.64931 0.64979 -1.56722
H8 -0.30629 -1.60064 -0.72726
H9 -2.36504 0.22042 0.63908
H10 3.19008 -0.82065 0.87367
H11 -1.37852 -0.44663 -1.52498

Calculated total energy: -7299.3669 eV
Net charge: +1
LUMO: -4.796 eV
ΔE to the lowest compared entry with this formula, charge and spin: 36.5 kcal/mol
HOMO level: -14.5 eV
SMILES: C=[NH+][C@H](N)CC